No. 1
{"formula": "C25H61N4Na2O11", "method": "the ωB97M-V functional and the def2-TZVPD basis", "lumo_energy_ev": -4.85, "de_lowest_kcal_mol": 70.0, "spin_multiplicity": 1, "charge": 1, "gap_ev": 5.352, "homo_ev": -10.203, "symbols": ["Na", "Na", "O", "C", "O", "O", "H", "C", "O", "C", "C", "N", "C", "C", "O", "C", "H", "H", "H", "H", "H", "H", "H", "H", "H", "H", "H", "H", "H", "H", "H", "C", "O", "C", "C", "N", "C", "C", "O", "C", "H", "H", "H", "H", "H", "H", "H", "H", "H", "H", "H", "H", "H", "H", "H", "C", "O", "C", "C", "N", "C", "C", "O", "C", "H", "H", "H", "H", "H", "H", "H", "H", "H", "H", "H", "H", "H", "H", "H", "C", "O", "C", "C", "N", "C", "C", "O", "C", "H", "H", "H", "H", "H", "H", "H", "H", "H", "H", "H", "H", "H", "H", "H"], "xyz": [[0.809, -0.270, -3.635], [1.380, 2.455, -5.337], [4.239, 1.478, -1.903], [3.114, 0.988, -2.441], [2.426, 0.200, -1.756], [2.804, 1.289, -3.644], [4.181, 1.065, -1.009], [-3.814, 1.552, 1.590], [-3.255, 1.443, 0.301], [-1.854, 1.608, 0.304], [-1.300, 1.175, -1.040], [-1.821, 1.971, -2.186], [-1.613, 3.430, -2.130], [-2.943, 4.107, -2.437], [-3.330, 3.799, -3.777], [-4.159, 4.808, -4.319], [-3.669, 2.558, 2.007], [-3.382, 0.829, 2.288], [-4.887, 1.418, 1.462], [-1.408, 0.920, 1.031], [-1.575, 2.631, 0.565], [-1.580, 0.141, -1.248], [-0.202, 1.117, -1.003], [-1.146, 1.717, -2.901], [-0.840, 3.728, -2.842], [-1.332, 3.803, -1.140], [-2.947, 5.190, -2.269], [-3.746, 3.715, -1.803], [-3.644, 5.776, -4.319], [-5.003, 5.021, -3.647], [-4.565, 4.492, -5.272], [-2.640, -2.271, 0.649], [-1.465, -1.842, 1.292], [-0.289, -2.015, 0.526], [0.898, -1.889, 1.495], [2.126, -2.021, 0.725], [3.303, -2.185, 1.581], [4.612, -2.110, 0.831], [4.931, -0.829, 0.342], [6.061, -0.812, -0.495], [-2.868, -1.659, -0.226], [-3.434, -2.175, 1.393], [-2.634, -3.347, 0.434], [-0.235, -1.219, -0.231], [-0.282, -2.989, 0.028], [0.841, -2.700, 2.222], [0.836, -0.935, 2.029], [2.224, -1.279, 0.041], [3.242, -3.136, 2.109], [3.296, -1.381, 2.328], [4.703, -2.888, 0.058], [5.427, -2.448, 1.489], [6.903, -1.385, -0.100], [6.371, 0.211, -0.689], [5.808, -1.232, -1.477], [-3.809, -4.624, -5.185], [-3.259, -3.862, -4.133], [-3.313, -2.485, -4.413], [-2.703, -1.695, -3.260], [-1.203, -1.658, -3.216], [-0.673, -3.038, -3.009], [0.763, -2.981, -2.487], [1.684, -2.879, -3.573], [3.039, -2.987, -3.173], [-3.309, -4.490, -6.153], [-4.850, -4.355, -5.394], [-3.734, -5.675, -4.920], [-4.307, -2.064, -4.612], [-2.812, -2.239, -5.363], [-3.083, -2.048, -2.306], [-2.986, -0.654, -3.444], [-1.066, -1.412, -4.194], [-0.673, -3.542, -3.973], [-1.223, -3.546, -2.222], [0.990, -3.881, -1.909], [0.842, -2.113, -1.829], [3.365, -4.031, -3.164], [3.216, -2.671, -2.138], [3.646, -2.357, -3.819], [-2.208, 3.107, 6.817], [-1.045, 2.473, 6.344], [-0.065, 2.376, 7.361], [1.080, 1.457, 6.971], [1.656, 1.856, 5.694], [2.388, 0.737, 5.083], [2.933, 1.167, 3.723], [1.832, 1.061, 2.829], [2.181, 1.328, 1.479], [-1.994, 4.144, 7.104], [-2.611, 2.535, 7.659], [-2.956, 3.164, 6.028], [-0.511, 1.918, 8.254], [0.258, 3.389, 7.619], [0.737, 0.411, 6.993], [1.785, 1.469, 7.809], [0.856, 2.038, 5.091], [1.719, -0.114, 4.914], [3.193, 0.424, 5.749], [3.699, 0.444, 3.408], [3.333, 2.184, 3.690], [2.786, 0.497, 1.113], [2.490, 2.373, 1.400], [1.248, 1.229, 0.913]], "lowdin_charge": [0.52, 0.83, 0.12, -0.76, -0.02, -0.11, 0.11, -0.10, -0.18, -0.22, -0.19, -0.03, -0.18, -0.22, -0.20, -0.12, 0.09, 0.09, 0.09, 0.12, 0.12, 0.08, 0.10, 0.06, 0.11, 0.11, 0.12, 0.13, 0.09, 0.09, 0.09, -0.10, -0.18, -0.21, -0.17, -0.05, -0.19, -0.23, -0.20, -0.10, 0.07, 0.10, 0.09, 0.10, 0.11, 0.13, 0.11, 0.07, 0.13, 0.10, 0.12, 0.13, 0.10, 0.09, 0.09, -0.10, -0.18, -0.24, -0.17, -0.06, -0.15, -0.22, -0.20, -0.08, 0.09, 0.09, 0.09, 0.13, 0.12, 0.11, 0.12, 0.08, 0.13, 0.12, 0.14, 0.08, 0.10, 0.08, 0.09, -0.12, -0.20, -0.23, -0.23, -0.05, -0.20, -0.21, -0.23, -0.09, 0.09, 0.09, 0.08, 0.12, 0.13, 0.12, 0.12, 0.10, 0.12, 0.12, 0.11, 0.13, 0.06, 0.10, 0.07]}

No. 2
{"formula": "C25H61O19P4", "method": "the ωB97M-V functional and the def2-TZVPD basis", "lumo_energy_ev": 2.21, "de_lowest_kcal_mol": 0.0, "spin_multiplicity": 1, "charge": -1, "gap_ev": 6.884, "homo_ev": -4.671, "symbols": ["O", "C", "O", "O", "H", "C", "C", "O", "P", "O", "O", "C", "C", "O", "C", "C", "H", "H", "H", "H", "H", "H", "H", "H", "H", "H", "H", "H", "H", "H", "H", "C", "C", "O", "P", "O", "O", "C", "C", "O", "C", "C", "H", "H", "H", "H", "H", "H", "H", "H", "H", "H", "H", "H", "H", "H", "H", "C", "C", "O", "P", "O", "O", "C", "C", "O", "C", "C", "H", "H", "H", "H", "H", "H", "H", "H", "H", "H", "H", "H", "H", "H", "H", "C", "C", "O", "P", "O", "O", "C", "C", "O", "C", "C", "H", "H", "H", "H", "H", "H", "H", "H", "H", "H", "H", "H", "H", "H", "H"], "xyz": [[-1.055, -21.720, 8.654], [-0.768, -21.760, 7.288], [-0.054, -22.666, 6.832], [-1.429, -20.943, 6.604], [-1.671, -20.975, 8.616], [-4.570, -25.257, 4.445], [-3.690, -26.271, 3.726], [-2.622, -26.857, 4.466], [-1.698, -25.923, 5.340], [-1.345, -24.622, 4.786], [-2.453, -25.934, 6.731], [-2.008, -25.163, 7.857], [-3.195, -24.453, 8.481], [-0.426, -26.826, 5.578], [0.736, -26.364, 6.283], [1.974, -27.002, 5.702], [-5.303, -25.013, 3.670], [-4.986, -25.681, 5.356], [-4.033, -24.332, 4.651], [-4.270, -27.088, 3.293], [-3.297, -25.780, 2.827], [-1.434, -25.809, 8.519], [-1.365, -24.354, 7.484], [-3.841, -25.235, 8.914], [-2.957, -23.666, 9.185], [-3.878, -24.155, 7.682], [0.716, -25.272, 6.207], [0.636, -26.621, 7.342], [2.824, -26.426, 6.070], [2.074, -28.073, 5.866], [1.938, -26.879, 4.617], [-1.020, -17.560, 7.702], [-0.316, -16.357, 7.111], [0.048, -16.475, 5.739], [1.259, -17.415, 5.285], [0.883, -18.615, 4.583], [2.123, -17.565, 6.603], [3.214, -18.541, 6.613], [2.820, -19.668, 7.525], [2.108, -16.387, 4.384], [2.438, -15.092, 4.939], [1.452, -14.033, 4.465], [-0.438, -18.478, 7.575], [-1.347, -17.486, 8.735], [-1.862, -17.780, 7.036], [-0.885, -15.432, 7.243], [0.551, -16.123, 7.745], [3.304, -18.863, 5.571], [4.124, -17.972, 6.799], [1.959, -20.181, 7.095], [3.622, -20.402, 7.631], [2.638, -19.280, 8.528], [2.557, -15.138, 6.021], [3.381, -14.919, 4.419], [1.599, -13.975, 3.390], [0.428, -14.192, 4.792], [1.711, -13.078, 4.936], [-0.939, -19.263, 11.421], [-1.375, -20.464, 12.273], [-2.797, -20.705, 12.146], [-3.730, -20.513, 13.390], [-3.625, -21.442, 14.517], [-5.168, -20.531, 12.712], [-5.557, -21.595, 11.846], [-7.056, -21.769, 11.933], [-3.569, -18.991, 13.774], [-4.081, -18.491, 15.024], [-2.961, -18.421, 16.034], [-0.038, -18.852, 11.876], [-0.715, -19.645, 10.427], [-1.752, -18.540, 11.450], [-0.893, -21.349, 11.864], [-1.123, -20.309, 13.322], [-5.268, -21.347, 10.825], [-5.059, -22.526, 12.129], [-7.375, -22.667, 11.403], [-7.444, -21.776, 12.949], [-7.505, -20.929, 11.396], [-4.646, -17.583, 14.832], [-4.798, -19.238, 15.380], [-3.341, -18.231, 17.040], [-2.488, -19.402, 16.093], [-2.213, -17.669, 15.784], [2.538, -23.052, 9.262], [2.223, -22.845, 10.723], [2.658, -24.008, 11.454], [2.754, -23.858, 13.030], [1.555, -23.464, 13.763], [3.287, -25.309, 13.345], [3.458, -25.757, 14.695], [2.261, -26.590, 15.112], [3.974, -22.855, 13.236], [5.287, -23.277, 12.898], [6.289, -22.138, 13.012], [2.146, -22.230, 8.653], [3.614, -23.113, 9.098], [1.969, -23.841, 8.767], [2.808, -21.997, 11.087], [1.156, -22.621, 10.765], [4.389, -26.316, 14.762], [3.523, -24.864, 15.324], [1.368, -25.992, 14.954], [2.231, -27.464, 14.451], [2.425, -27.085, 16.069], [5.624, -23.981, 13.672], [5.359, -23.837, 11.965], [5.965, -21.369, 12.302], [6.089, -21.605, 13.947], [7.315, -22.480, 12.970]], "lowdin_charge": [-0.01, -0.84, -0.05, -0.05, 0.07, -0.08, -0.28, -0.16, 0.35, -0.19, -0.18, -0.25, -0.06, -0.18, -0.26, -0.07, 0.08, 0.08, 0.08, 0.11, 0.12, 0.12, 0.09, 0.07, 0.07, 0.08, 0.11, 0.11, 0.08, 0.07, 0.08, -0.06, -0.29, -0.17, 0.36, -0.18, -0.22, -0.23, -0.06, -0.19, -0.26, -0.07, 0.06, 0.07, 0.09, 0.11, 0.11, 0.11, 0.12, 0.09, 0.08, 0.08, 0.11, 0.11, 0.08, 0.07, 0.07, -0.05, -0.22, -0.17, 0.34, -0.22, -0.18, -0.28, -0.08, -0.18, -0.26, -0.08, 0.08, 0.05, 0.08, 0.11, 0.11, 0.12, 0.12, 0.08, 0.08, 0.07, 0.12, 0.11, 0.08, 0.08, 0.08, -0.07, -0.25, -0.17, 0.36, -0.21, -0.18, -0.27, -0.07, -0.17, -0.29, -0.07, 0.06, 0.08, 0.08, 0.11, 0.11, 0.12, 0.12, 0.08, 0.08, 0.08, 0.11, 0.12, 0.08, 0.08, 0.08]}

No. 3
{"formula": "C25H62Cl4N3O20P5", "method": "the ωB97M-V functional and the def2-TZVPD basis", "lumo_energy_ev": 0.15, "de_lowest_kcal_mol": 0.0, "spin_multiplicity": 1, "charge": 0, "gap_ev": 10.022, "homo_ev": -9.872, "symbols": ["C", "O", "P", "O", "O", "C", "O", "C", "H", "H", "H", "H", "H", "H", "H", "H", "H", "C", "O", "P", "O", "O", "C", "O", "C", "H", "H", "H", "H", "H", "H", "H", "H", "H", "C", "O", "P", "O", "O", "C", "O", "C", "H", "H", "H", "H", "H", "H", "H", "H", "H", "C", "O", "P", "O", "O", "C", "O", "C", "H", "H", "H", "H", "H", "H", "H", "H", "H", "C", "O", "P", "O", "O", "C", "O", "C", "H", "H", "H", "H", "H", "H", "H", "H", "H", "Cl", "C", "C", "Cl", "H", "H", "H", "H", "Cl", "C", "C", "Cl", "H", "H", "H", "H", "C", "C", "N", "H", "H", "H", "C", "C", "N", "H", "H", "H", "C", "C", "N", "H", "H", "H"], "xyz": [[-2.134, 0.929, 4.114], [-2.679, 1.744, 3.116], [-3.418, 3.057, 3.533], [-4.076, 3.019, 4.874], [-2.281, 4.184, 3.452], [-2.516, 5.500, 3.898], [-4.346, 3.465, 2.296], [-5.461, 2.575, 2.035], [-2.771, 0.108, 4.414], [-1.730, 1.447, 4.990], [-1.212, 0.353, 3.689], [-1.534, 5.998, 3.940], [-2.928, 5.563, 4.921], [-3.089, 6.120, 3.222], [-5.684, 2.670, 0.946], [-6.280, 3.020, 2.636], [-5.368, 1.495, 2.216], [6.495, -7.087, 2.445], [5.866, -5.829, 2.118], [4.952, -5.213, 3.290], [5.675, -4.997, 4.534], [3.650, -6.170, 3.503], [3.513, -7.004, 4.668], [4.339, -4.016, 2.484], [3.813, -2.862, 3.174], [6.957, -7.025, 3.450], [7.408, -7.187, 1.773], [5.871, -7.991, 2.380], [3.130, -7.955, 4.336], [2.746, -6.634, 5.385], [4.424, -7.002, 5.201], [4.112, -1.939, 2.649], [4.288, -2.801, 4.169], [2.723, -2.845, 3.240], [-7.017, -1.838, -2.755], [-6.342, -0.597, -2.723], [-6.085, 0.115, -1.337], [-5.607, -0.853, -0.348], [-7.507, 0.790, -1.049], [-7.966, 1.999, -1.544], [-5.093, 1.272, -1.651], [-3.750, 1.431, -1.108], [-8.071, -1.606, -2.791], [-6.699, -2.426, -1.878], [-6.745, -2.345, -3.643], [-8.198, 2.029, -2.582], [-7.252, 2.845, -1.377], [-8.893, 2.257, -1.025], [-3.403, 2.347, -1.573], [-3.162, 0.617, -1.530], [-3.715, 1.436, 0.014], [4.286, 7.080, -0.659], [3.972, 5.744, -0.493], [2.688, 4.962, -0.958], [2.752, 3.507, -0.799], [1.506, 5.668, -0.207], [1.502, 5.710, 1.191], [2.510, 5.359, -2.500], [2.933, 4.483, -3.476], [3.552, 7.645, -1.228], [5.256, 7.136, -1.176], [4.569, 7.601, 0.280], [1.897, 4.743, 1.610], [0.498, 5.875, 1.604], [2.180, 6.495, 1.494], [2.887, 3.481, -3.079], [3.990, 4.675, -3.715], [2.331, 4.520, -4.339], [0.953, 1.526, -2.585], [1.210, 0.864, -1.363], [0.052, 0.142, -0.579], [-0.739, -0.784, -1.423], [0.753, -0.546, 0.608], [0.782, -1.930, 0.944], [-0.843, 1.286, 0.008], [-0.198, 2.267, 0.873], [0.126, 1.019, -3.099], [1.808, 1.410, -3.195], [0.794, 2.609, -2.517], [1.806, -2.323, 0.760], [0.052, -2.409, 0.335], [0.629, -2.046, 1.997], [-0.051, 1.783, 1.841], [-0.997, 2.941, 1.172], [0.751, 2.689, 0.496], [-4.111, -4.892, 0.256], [-3.806, -3.337, -0.621], [-2.420, -3.297, -1.278], [-2.442, -4.268, -2.793], [-3.859, -2.471, 0.086], [-4.614, -3.092, -1.339], [-1.595, -3.690, -0.679], [-2.320, -2.258, -1.490], [4.286, -1.209, -0.231], [3.989, 0.461, 0.396], [5.237, 1.222, 0.666], [6.059, 0.747, 2.185], [3.405, 0.322, 1.280], [3.353, 0.983, -0.317], [4.912, 2.269, 0.733], [5.955, 1.222, -0.161], [0.212, -3.029, -3.992], [0.746, -3.671, -2.794], [1.235, -4.232, -1.927], [0.947, -2.720, -4.697], [-0.428, -2.120, -3.804], [-0.380, -3.759, -4.480], [0.135, 1.729, -7.551], [1.102, 2.595, -6.871], [1.819, 3.316, -6.339], [0.708, 0.801, -7.689], [-0.186, 2.154, -8.480], [-0.736, 1.586, -6.925], [1.944, -6.765, 0.225], [1.049, -5.919, 0.957], [0.289, -5.218, 1.491], [1.358, -7.647, -0.074], [2.796, -7.010, 0.842], [2.219, -6.147, -0.594]], "lowdin_charge": [-0.12, -0.21, 0.37, -0.24, -0.22, -0.12, -0.22, -0.09, 0.09, 0.09, 0.11, 0.09, 0.10, 0.08, 0.08, 0.10, 0.10, -0.11, -0.22, 0.37, -0.23, -0.24, -0.09, -0.21, -0.08, 0.08, 0.11, 0.09, 0.08, 0.10, 0.06, 0.05, 0.09, 0.08, -0.09, -0.21, 0.35, -0.22, -0.20, -0.13, -0.22, -0.04, 0.09, 0.08, 0.08, 0.08, 0.10, 0.09, 0.09, 0.08, 0.09, -0.12, -0.20, 0.38, -0.22, -0.20, -0.10, -0.19, -0.14, 0.10, 0.10, 0.10, 0.11, 0.10, 0.08, 0.05, 0.11, 0.03, -0.09, -0.22, 0.33, -0.24, -0.20, -0.07, -0.20, -0.05, 0.09, 0.07, 0.09, 0.07, 0.05, 0.07, 0.08, 0.08, 0.08, 0.51, -0.65, -0.62, 0.58, 0.07, 0.05, 0.05, 0.02, 0.57, -0.64, -0.66, 0.54, 0.05, 0.04, 0.07, 0.08, -0.11, -0.28, 0.18, 0.06, 0.09, 0.03, -0.06, -0.26, 0.15, 0.09, 0.07, 0.08, -0.06, -0.30, 0.14, 0.10, 0.07, 0.04]}

The highest charge belongs to which entry?
C25H61N4Na2O11